DFT (wB97M-V/def2-TZVPD) results for a cluster of 10 separate species, C5H32N2O10 in total in a non-equilibrium geometry.

```
49
Properties=species:S:1:pos:R:3:forces:R:3:nbo_charge:R:1
H -1.533 -3.586 -0.354 1.0 -1.8 -0.1 0.49
H -3.646 -1.047 -1.133 -0.7 -0.2 -0.5 0.17
C 1.284 2.610 -1.195 1.8 -1.2 0.5 -0.21
O 1.033 4.056 2.197 -0.7 0.8 0.0 -0.99
O 2.060 -2.551 0.939 0.0 0.1 0.5 -0.98
H -0.778 -0.786 -1.675 -0.5 -0.6 0.2 0.38
H 2.661 -0.291 2.727 0.2 0.3 0.2 0.48
H 0.526 -2.475 1.601 -0.7 0.6 0.7 0.50
N 2.315 3.005 -0.192 1.2 -0.1 -0.6 -0.86
H 0.224 0.446 3.152 -0.1 0.0 -0.6 0.50
H 3.241 2.973 -0.634 -0.4 0.7 -0.1 0.36
H 2.157 -3.481 1.171 0.2 0.0 -0.2 0.49
N -1.780 -0.575 -1.652 0.2 -1.0 0.9 -0.67
H 2.970 -0.977 1.486 0.5 -0.1 -0.2 0.48
O -2.581 -2.332 -0.062 0.1 -0.5 0.9 -0.77
O -0.743 -4.237 -0.264 -0.1 2.2 0.3 -1.01
H -2.778 -2.391 -2.032 -0.3 0.2 -0.3 0.18
O -0.824 0.630 -4.096 0.3 0.4 -1.2 -0.95
C 0.149 1.983 -0.383 -0.4 -0.5 -2.9 -0.45
O 1.175 -2.625 -1.676 -0.1 -0.1 0.0 -0.99
H -1.107 1.526 1.311 0.4 -0.2 1.4 0.48
C -1.993 0.700 -1.017 -2.7 1.0 -0.5 -0.23
H -3.031 1.022 -1.382 1.2 -0.2 0.2 0.19
H -2.205 0.756 0.096 0.8 -0.6 -0.7 0.16
C -0.978 1.730 -1.448 0.0 2.6 1.2 -0.46
H -1.470 2.654 2.162 0.3 0.2 0.7 0.48
H -0.703 -1.988 2.515 0.6 0.2 0.1 0.51
H -0.315 -0.177 -4.019 -0.1 -0.2 0.1 0.47
H 1.248 3.535 2.969 0.4 -0.3 -0.2 0.47
H 1.749 1.852 -1.937 -1.0 1.0 1.0 0.17
H -1.838 -2.147 0.542 0.0 0.7 -0.2 0.51
O 0.466 -0.476 3.342 -0.2 0.7 0.7 -0.98
H 0.994 3.502 -1.786 -0.1 -0.5 0.5 0.20
O -0.431 -2.612 1.836 -0.1 -0.1 -0.4 -1.03
H 1.640 3.917 1.453 0.3 -0.3 0.2 0.50
H -1.547 0.566 -3.471 -0.2 -0.7 0.1 0.49
H -1.504 2.736 -1.417 0.3 -1.1 -0.5 0.21
C -2.745 -1.621 -1.268 1.5 1.2 -0.2 0.10
H 0.587 -3.404 -1.565 0.0 0.1 0.1 0.52
O 3.349 -0.281 2.043 -0.7 -0.1 0.1 -0.97
H 1.788 -2.489 0.010 0.0 -0.3 -0.6 0.51
H 1.899 -2.884 -2.254 -0.1 -0.1 -0.1 0.48
H -0.540 1.656 -2.472 -0.5 -0.3 1.2 0.26
H -0.304 -3.700 0.461 -0.8 -1.5 -0.9 0.47
H 2.476 2.253 0.473 -0.6 -0.3 0.1 0.37
H -0.207 2.732 0.316 0.4 -0.3 0.3 0.23
O -1.014 1.807 2.257 -0.9 -0.3 -1.3 -0.96
H 0.169 -0.511 4.263 0.2 -0.4 0.0 0.48
H 0.434 0.998 0.061 0.2 0.9 0.0 0.20
```
Positions in Å, forces in eV/Å.

Output
E   -29158.6494 eV
E_HOMO   -9.63 eV
Energy relative to the best compared isomer or geometry (same formula, charge and spin)   74.6 kcal per mole
Multiplicity   1
Total charge   0